[1]
A structure of composition C15H21EuN2O7S. Source: OMol25; level of theory: ωB97M-V/def2-TZVPD.

The value obtained for the HOMO energy (spin up / spin down) is -0.1417 / -0.1929 Eh. The calculation puts the HOMO-LUMO gap (spin up / spin down) at 6.1 / 7.5 eV. Its expectation value of S² is 15.76.

Geometry as ORCA input:
```
! wB97M-V def2-TZVPD RIJCOSX def2/J DEFGRID3
* xyz -1 8
Eu -2.095 -1.193 0.756
N 0.508 -2.254 1.141
C 0.400 -3.712 1.310
C -0.807 -4.112 2.204
O -0.660 -5.152 2.919
N -1.827 -3.324 2.017
C -3.110 -3.485 2.645
C -3.742 -2.135 2.215
O -4.186 -2.123 1.035
O -3.309 -1.081 2.762
H 1.409 -1.903 0.860
H 0.376 -1.877 2.080
H 1.260 -4.157 1.810
H 0.249 -4.224 0.348
H -3.064 -3.612 3.742
H -3.689 -4.301 2.275
O -0.902 1.542 2.406
C -0.029 2.235 1.636
C 1.207 2.611 2.119
C 2.038 3.443 1.386
C 1.693 3.826 0.092
C 0.508 3.396 -0.403
C -0.353 2.649 0.362
C -1.655 2.347 -0.266
O -2.062 3.163 -1.071
O -2.187 1.213 0.038
H -1.709 1.334 1.857
H 1.537 2.313 3.106
H 3.018 3.700 1.796
H 2.376 4.491 -0.462
H 0.147 3.729 -1.353
C 3.162 0.439 -1.622
C 1.949 -0.410 -2.007
S 0.291 0.131 -1.491
O -0.555 -1.051 -1.920
C -0.067 1.358 -2.730
C -0.007 0.708 -4.077
H 3.994 0.123 -2.260
H 3.441 0.240 -0.577
H 2.961 1.504 -1.744
H 1.978 -1.363 -1.503
H 1.857 -0.575 -3.077
H 0.636 2.159 -2.593
H -1.046 1.705 -2.462
H 1.035 0.473 -4.326
H -0.354 1.419 -4.838
H -0.616 -0.205 -4.135
*
```



[2]
A structure of composition C24H23Cl4N5O3PRe. Source: OMol25; level of theory: ωB97M-V/def2-TZVPD.

The value obtained for the HOMO energy (spin up / spin down) is -0.6104 / -0.6141 Eh. The calculation puts the HOMO-LUMO gap (spin up / spin down) at 6.4 / 5.8 eV. The value obtained for the energy above the lowest of the compared OMol25 structures with the same formula, charge and spin is 31.96 kJ/mol. Its expectation value of S² is 3.78.

Geometry as ORCA input:
```
! wB97M-V def2-TZVPD RIJCOSX def2/J DEFGRID3
* xyz 3 4
Re -0.062 1.473 0.237
Cl -1.473 0.652 7.385
C -1.413 0.913 5.695
C -2.529 1.453 5.035
C -2.520 1.684 3.670
C -1.392 1.377 2.936
O -1.396 1.632 1.609
C -0.251 0.838 3.574
C 0.957 0.565 2.916
N 1.221 0.694 1.621
C 2.552 0.439 1.120
C 3.569 -0.192 1.785
C 4.847 -0.301 1.192
C 5.097 0.224 -0.044
C 4.056 0.864 -0.761
C 4.230 1.463 -2.029
C 3.176 2.089 -2.651
C 1.932 2.102 -2.028
N 1.726 1.534 -0.834
C 2.784 0.940 -0.175
C -0.286 0.615 4.978
H -3.408 1.701 5.616
H -3.377 2.114 3.170
H 1.774 0.227 3.546
H 3.429 -0.608 2.774
H 5.636 -0.794 1.743
H 6.085 0.162 -0.483
H 5.206 1.436 -2.499
H 3.292 2.573 -3.610
H 1.079 2.583 -2.490
H 0.585 0.216 5.484
C -1.868 -3.439 -0.469
N -0.380 -3.125 -0.711
C -0.122 -3.184 -2.227
N -0.978 -2.271 -2.896
C -2.389 -2.569 -2.624
N -2.670 -2.515 -1.186
C -2.702 -1.165 -0.646
P -1.057 -0.377 -0.985
C -0.039 -1.763 -0.171
C -0.639 -0.866 -2.724
H -2.039 -3.387 0.605
H -2.026 -4.457 -0.823
H 0.192 -3.836 -0.248
H -0.326 -4.210 -2.532
H 0.930 -2.953 -2.385
H -2.615 -3.570 -2.991
H -3.021 -1.856 -3.148
H -2.890 -1.180 0.428
H -3.481 -0.581 -1.129
H -0.231 -1.776 0.903
H 1.029 -1.599 -0.330
H 0.424 -0.702 -2.910
H -1.215 -0.255 -3.415
Cl -2.279 3.105 -4.252
C -2.744 3.410 -2.569
Cl -2.324 5.039 -2.106
Cl -4.456 3.108 -2.312
C -1.962 2.366 -1.753
O -2.228 1.164 -1.888
O -1.019 2.773 -0.983
*
```



[3]
A cluster of 4 separate species, C23H38BClFNO7 in total. Source: OMol25; level of theory: ωB97M-V/def2-TZVPD.

The value obtained for the HOMO energy is -0.3467 Eh. The calculation puts the HOMO-LUMO gap at 8.2 eV. Its structure (SMILES) is CB(O)c1c(CC(=O)Cl)cc2c(c1C[C@H](C)F)C(=O)NC2=O.CC(C)O.CC(C)O.CC(C)O. The value obtained for the energy above the lowest of the compared OMol25 structures with the same formula, charge and spin is 426.31 kJ/mol.

Geometry as ORCA input:
```
! wB97M-V def2-TZVPD RIJCOSX def2/J DEFGRID3
* xyz 0 1
C -0.920 3.345 0.110
B -0.398 2.304 1.245
O -0.660 2.648 2.634
C 0.367 0.893 0.949
C 1.652 0.777 0.048
C 2.294 2.052 -0.699
C 3.753 2.415 -0.134
O 3.938 3.071 0.917
Cl 5.280 1.866 -1.022
C 2.339 -0.623 -0.169
C 1.778 -1.888 0.508
C 0.501 -1.724 1.379
C -0.247 -0.397 1.620
C -1.567 -0.412 2.512
C -2.909 -0.420 1.596
C -3.450 -1.921 1.315
F -2.700 0.171 0.290
C 0.247 -3.204 1.892
O -0.628 -3.676 2.661
N 1.287 -4.097 1.357
C 2.230 -3.408 0.476
O 3.141 -4.007 -0.138
H -1.938 3.778 0.456
H -0.229 4.251 -0.046
H -1.152 2.822 -0.894
H 0.072 2.348 3.216
H 2.414 1.739 -1.807
H 1.617 2.967 -0.707
H 3.257 -0.684 -0.837
H -1.595 0.403 3.322
H -1.568 -1.427 3.067
H -3.707 0.117 2.212
H -3.898 -2.377 2.259
H -4.287 -1.810 0.524
H -2.649 -2.575 0.815
H 0.959 -5.032 1.066
C -4.554 -2.854 -2.566
C -3.086 -2.508 -2.754
C -2.498 -3.222 -3.961
O -2.358 -2.877 -1.584
H -4.684 -3.928 -2.396
H -4.960 -2.343 -1.689
H -5.142 -2.567 -3.442
H -2.976 -1.427 -2.876
H -2.557 -4.308 -3.838
H -1.440 -2.973 -4.077
H -3.025 -2.946 -4.878
H -2.448 -3.833 -1.466
C 6.243 -3.974 -3.608
C 6.253 -2.661 -2.841
C 6.705 -2.863 -1.403
O 4.944 -2.095 -2.851
H 5.548 -4.686 -3.153
H 5.905 -3.815 -4.636
H 7.238 -4.425 -3.632
H 6.919 -1.950 -3.338
H 6.026 -3.538 -0.872
H 6.697 -1.914 -0.861
H 7.714 -3.281 -1.361
H 4.348 -2.718 -2.412
C -3.405 5.186 3.529
C -2.820 6.076 2.449
C -2.642 7.505 2.936
O -3.684 6.070 1.313
H -4.394 5.539 3.840
H -3.537 4.167 3.155
H -2.756 5.155 4.408
H -1.856 5.673 2.128
H -3.604 7.944 3.220
H -2.230 8.133 2.141
H -1.971 7.548 3.798
H -4.540 6.424 1.588
*
```



[4]
An isolated molecule of C6H11O2. Source: OMol25; level of theory: ωB97M-V/def2-TZVPD.

The value obtained for the HOMO energy (spin up / spin down) is -0.3834 / -0.3841 Eh. The calculation puts the HOMO-LUMO gap (spin up / spin down) at 11.3 / 7.5 eV. The value obtained for the energy above the lowest of the compared OMol25 structures with the same formula, charge and spin is 22.28 kJ/mol. Its expectation value of S² is 0.76.

Geometry as ORCA input:
```
! wB97M-V def2-TZVPD RIJCOSX def2/J DEFGRID3
* xyz 0 2
O -2.145 -0.219 -1.191
C -1.157 -0.159 -1.907
O -0.852 -0.104 -3.080
C 0.194 -0.206 -0.915
C 0.074 0.569 0.378
C 1.196 0.127 1.358
C 0.677 -1.074 2.090
C 1.519 1.252 2.374
H 0.217 -1.286 -0.771
H 1.026 0.170 -1.499
H 0.144 1.639 0.138
H -0.919 0.539 0.819
H 2.135 0.046 0.828
H 1.443 -1.622 2.665
H 0.291 -1.822 1.398
H -0.052 -0.876 2.871
H 0.683 1.791 2.823
H 2.025 0.768 3.215
H 2.183 2.049 2.032
*
```



[5]
A cluster of 7 separate species, C22H44N2O18 in total. Source: OMol25; level of theory: ωB97M-V/def2-TZVPD.

The value obtained for the HOMO energy is -0.3783 Eh. The calculation puts the HOMO-LUMO gap at 10.0 eV. Its structure (SMILES) is C[N+](=O)[O-].C[N+](=O)[O-].CCOC(=O)OC.CCOC(=O)OC.CCOC(=O)OC.CCOC(=O)OC.O=C1CCCO1.

Geometry as ORCA input:
```
! wB97M-V def2-TZVPD RIJCOSX def2/J DEFGRID3
* xyz 0 1
C 2.542 -0.620 4.494
N 3.387 -0.814 3.306
O 4.583 -0.662 3.354
O 2.759 -0.992 2.256
H 1.643 -1.239 4.439
H 2.224 0.420 4.564
H 3.191 -0.892 5.386
C -1.291 1.364 -1.393
N -0.543 0.450 -2.270
O 0.043 -0.529 -1.797
O -0.506 0.774 -3.452
H -1.554 0.779 -0.555
H -2.146 1.748 -1.958
H -0.636 2.166 -1.092
C -2.042 -2.109 -4.460
C -1.529 -3.007 -3.305
O -2.640 -3.487 -2.413
C -3.180 -2.583 -1.578
O -2.880 -1.414 -1.455
O -4.156 -3.150 -0.927
C -4.829 -2.307 0.017
H -2.415 -1.155 -4.065
H -2.813 -2.647 -4.989
H -1.223 -1.922 -5.081
H -0.865 -2.430 -2.691
H -1.011 -3.871 -3.646
H -4.182 -2.100 0.841
H -5.731 -2.855 0.293
H -5.002 -1.412 -0.566
C 0.483 -3.349 0.270
C -0.122 -1.995 0.757
O -0.772 -2.177 2.062
C -0.912 -1.130 2.846
O -0.724 -0.005 2.505
O -1.183 -1.553 4.079
C -1.206 -0.392 4.976
H 1.160 -3.739 0.940
H 0.878 -3.281 -0.753
H -0.276 -4.152 0.149
H -0.946 -1.731 0.099
H 0.538 -1.152 0.827
H -0.708 -0.736 5.893
H -2.243 -0.112 5.165
H -0.698 0.480 4.526
C 1.774 1.274 -6.057
C 2.278 -0.059 -5.465
O 1.981 -1.070 -6.435
C 1.580 -2.227 -5.927
O 1.684 -2.572 -4.777
O 1.093 -3.096 -6.862
C 0.431 -2.469 -7.999
H 2.077 2.035 -5.358
H 0.699 1.243 -6.288
H 2.317 1.371 -7.012
H 1.721 -0.355 -4.505
H 3.327 -0.090 -5.327
H 1.141 -1.919 -8.554
H -0.522 -1.991 -7.622
H 0.083 -3.275 -8.613
C -1.305 3.218 2.809
C -0.407 3.575 4.013
O -1.183 4.285 4.966
C -1.186 3.833 6.202
O -0.865 2.736 6.594
O -1.745 4.746 6.949
C -2.211 4.226 8.187
H -2.170 2.643 3.111
H -0.738 2.647 2.076
H -1.615 4.149 2.371
H 0.407 4.245 3.736
H 0.013 2.674 4.459
H -2.945 4.934 8.484
H -1.407 4.149 8.911
H -2.639 3.253 8.042
O 1.157 3.326 0.100
C 1.940 2.412 0.009
C 3.077 2.033 0.939
C 3.889 1.087 0.132
C 2.911 0.490 -0.856
O 1.757 1.471 -0.928
H 3.682 2.925 1.264
H 2.564 1.597 1.797
H 4.586 1.705 -0.489
H 4.416 0.327 0.698
H 3.315 0.529 -1.862
H 2.572 -0.495 -0.515
*
```



[6]
A structure of composition C42H39BrN3O8V. Source: OMol25; level of theory: ωB97M-V/def2-TZVPD.

The value obtained for the HOMO energy (spin up / spin down) is -0.1284 / -0.1262 Eh. The calculation puts the HOMO-LUMO gap (spin up / spin down) at 5.6 / 5.6 eV. The value obtained for the energy above the lowest of the compared OMol25 structures with the same formula, charge and spin is 2.47 kJ/mol. Its expectation value of S² is 0.85.

Geometry as ORCA input:
```
! wB97M-V def2-TZVPD RIJCOSX def2/J DEFGRID3
* xyz -1 2
V 1.745 -0.637 1.090
C -0.825 -2.154 4.705
O 0.064 -1.046 5.006
C 0.645 -0.722 3.846
N 0.319 -1.378 2.793
C -0.683 -2.394 3.188
C -1.948 -2.258 2.356
C -1.803 -2.088 0.980
C -2.909 -1.916 0.163
C -4.189 -1.944 0.706
C -4.349 -2.177 2.065
C -3.233 -2.336 2.885
C 1.637 0.340 3.805
C 2.022 1.097 4.842
C 3.059 2.082 4.655
C 3.656 2.209 3.430
C 3.237 1.411 2.361
N 2.183 0.482 2.537
C 3.720 1.350 1.069
N 3.127 0.548 0.183
C 3.881 0.605 -1.059
C 5.150 1.384 -0.640
O 4.810 2.011 0.621
C 3.108 1.269 -2.182
C 1.872 1.856 -1.954
C 1.167 2.450 -2.998
C 1.708 2.479 -4.277
C 2.959 1.912 -4.506
C 3.650 1.308 -3.466
H -1.825 -1.862 5.009
H -0.506 -3.010 5.293
H -0.266 -3.378 2.984
H -0.806 -2.117 0.561
H -2.766 -1.756 -0.902
H -5.056 -1.800 0.072
H -5.343 -2.235 2.495
H -3.389 -2.527 3.940
H 1.556 0.938 5.806
H 3.377 2.703 5.483
H 4.459 2.919 3.266
H 4.141 -0.408 -1.368
H 5.415 2.165 -1.345
H 6.000 0.723 -0.479
H 1.463 1.844 -0.948
H 0.190 2.881 -2.803
H 1.161 2.939 -5.092
H 3.392 1.935 -5.500
H 4.616 0.846 -3.658
O 5.113 -6.062 2.073
C 4.277 -5.227 1.902
C 2.785 -5.483 1.673
O 2.236 -6.543 1.746
C 2.170 -4.144 1.387
C 3.197 -3.178 1.555
O 2.914 -1.869 1.442
C 4.488 -3.725 1.857
O 5.551 -3.156 2.037
O 0.990 -3.927 1.082
C -2.992 -0.785 -5.005
C -3.258 0.341 -4.006
C -4.696 0.190 -3.488
C -3.121 1.684 -4.738
C -2.276 0.301 -2.830
C -1.205 -0.578 -2.779
C -0.371 -0.551 -1.676
Br 1.095 -1.748 -1.559
C -0.544 0.298 -0.595
O 0.283 0.247 0.449
C -1.604 1.214 -0.642
C -2.435 1.184 -1.757
C -1.818 2.176 0.530
C -0.548 3.011 0.769
C -2.975 3.144 0.275
C -2.146 1.363 1.794
H -3.718 -0.728 -5.820
H -3.087 -1.769 -4.535
H -1.993 -0.710 -5.444
H -5.400 0.182 -4.327
H -4.977 1.008 -2.821
H -4.808 -0.748 -2.935
H -3.833 1.744 -5.569
H -2.110 1.797 -5.140
H -3.312 2.523 -4.064
H -1.007 -1.290 -3.570
H -3.256 1.890 -1.799
H -0.275 3.572 -0.132
H 0.297 2.389 1.062
H -0.733 3.731 1.573
H -2.804 3.754 -0.619
H -3.065 3.819 1.129
H -3.930 2.621 0.162
H -1.336 0.676 2.040
H -3.058 0.774 1.652
H -2.296 2.041 2.642
*
```



[7]
A structure of composition C19H25N3OS. Source: OMol25; level of theory: ωB97M-V/def2-TZVPD.

The value obtained for the HOMO energy is -0.2922 Eh. The calculation puts the HOMO-LUMO gap at 8.5 eV. The value obtained for the energy above the lowest of the compared OMol25 structures with the same formula, charge and spin is 1597.67 kJ/mol.

Geometry as ORCA input:
```
! wB97M-V def2-TZVPD RIJCOSX def2/J DEFGRID3
* xyz 0 1
C -0.394 -0.965 -5.889
C 0.141 -0.426 -4.561
C 0.410 -1.391 -3.471
C 1.034 -0.897 -2.461
C 1.235 0.529 -2.455
C 1.175 1.329 -3.472
C 0.682 0.913 -4.664
H 0.180 1.467 -5.362
H 1.298 2.255 -3.320
H 1.858 0.811 -1.447
N 1.428 -1.988 -1.346
C 0.958 -3.252 -1.254
O 0.287 -3.636 -2.104
C 1.493 -3.677 0.224
C 0.202 -3.452 1.144
H -0.421 -3.950 0.745
H 0.655 -3.747 2.060
C 0.030 -1.938 1.398
C 0.976 -1.242 2.303
C 0.725 0.207 2.418
N -0.666 0.207 3.180
C -0.749 1.453 3.700
C -1.110 2.474 2.701
N -2.002 2.515 1.844
C -2.328 3.329 0.957
C -1.014 4.309 1.019
S 0.001 3.947 2.145
H -0.727 4.978 0.422
H -2.782 3.616 0.107
H -0.056 1.982 4.372
H -1.880 1.376 4.395
C -1.804 -0.460 2.518
C -1.290 -1.909 2.371
H -2.168 -2.316 1.740
H -1.110 -2.349 3.213
H -2.512 -0.528 3.384
H -2.127 0.022 1.624
H 1.647 0.831 2.962
H 0.445 0.682 1.435
H 2.108 -1.340 1.583
H 1.386 -1.531 3.172
H -0.009 -1.576 0.454
H 2.416 -3.150 0.391
H 1.672 -4.597 -0.071
H 1.829 -1.457 -0.718
H 0.156 -2.305 -3.651
H 0.289 -0.921 -6.729
H -1.256 -0.130 -6.233
H -0.987 -2.079 -5.737
*
```



[8]
An isolated molecule of C6H3Br5. Source: OMol25; level of theory: ωB97M-V/def2-TZVPD.

The value obtained for the HOMO energy is -0.3484 Eh. The calculation puts the HOMO-LUMO gap at 9.0 eV. Its structure (SMILES) is BrC(Br)=C=C1C[C@@H](Br)C1(Br)Br. The value obtained for the energy above the lowest of the compared OMol25 structures with the same formula, charge and spin is 8.44 kJ/mol.

Geometry as ORCA input:
```
! wB97M-V def2-TZVPD RIJCOSX def2/J DEFGRID3
* xyz 0 1
Br 3.026 -2.887 -0.623
C 2.662 -1.266 0.320
Br 3.734 -0.618 1.739
C 1.534 -0.588 0.024
C 0.351 0.016 -0.047
C -0.882 -0.212 0.760
C -1.724 0.290 -0.428
Br -3.483 1.081 -0.028
C -0.525 1.187 -0.875
Br -0.260 1.403 -2.689
Br -0.559 2.935 0.154
H -1.216 -1.295 1.189
H -0.965 0.435 1.759
H -1.692 -0.483 -1.254
*
```



Largest force on an atom per entry: 0.06491, 0.00944, 0.10682, 0.05033, 0.05424, 0.05957, 0.30214, 0.08773 Eh/bohr
DFT total energy per entry: -2329.043770, -3687.345766, -2065.429991, -385.623786, -2328.335115, -5908.244160, -1376.158665, -13100.369325 Eh